1.
{"formula": "C4H11N2", "method": "wB97M-V/def2-TZVPD", "species": ["C", "C", "C", "C", "N", "N", "H", "H", "H", "H", "H", "H", "H", "H", "H", "H", "H"], "coordinates": [[0.08831, 0.84696, -2.06975], [0.24104, 1.35540, -0.60446], [-0.34487, 0.24165, 0.25747], [0.46271, -0.24843, 1.27679], [0.04303, -1.15532, 2.26928], [-1.65987, 0.18490, 0.23070], [0.80122, 0.02464, -2.20435], [-0.91502, 0.45590, -2.21852], [0.37593, 1.61061, -2.78939], [1.30517, 1.44961, -0.37774], [-0.27537, 2.29611, -0.43792], [1.54623, -0.16717, 1.21215], [0.84453, -1.63917, 2.63850], [0.05705, -1.73546, -0.73305], [-0.56295, -0.73696, 2.96084], [-2.04267, -0.38058, 0.98703], [0.03553, -2.40270, -0.39759]], "mulliken_spin": [-0.0044, 0.0047, -0.0322, 0.4442, 0.0885, 0.4489, 0.0014, 0.0038, -0.0002, 0.0088, -0.0057, 0.0194, -0.0070, 0.0038, 0.0208, 0.0045, 0.0009], "multiplicity": 2, "de_lowest_kcal_mol": 21.8, "homo_lumo_gap_ev": [8.7, 9.2], "homo_energy_ev": [-7.877, -9.621]}

=====

2.
{"formula": "C13H16N2", "method": "wB97M-V/def2-TZVPD", "species": ["C", "C", "C", "C", "N", "C", "C", "C", "N", "C", "C", "C", "C", "C", "C", "H", "H", "H", "H", "H", "H", "H", "H", "H", "H", "H", "H", "H", "H", "H", "H"], "coordinates": [[1.90320, -3.22132, -1.15199], [2.13732, -1.72069, -0.91950], [1.83512, -0.90829, -2.26414], [1.70906, 0.65395, -1.78523], [0.98294, 0.93178, -0.56094], [-0.35556, 0.73924, -0.38330], [-1.34581, 0.62141, -1.34558], [-2.71931, 0.48134, -0.99759], [-3.21600, 0.64009, 0.24060], [-2.28265, 0.85633, 1.18651], [-2.94879, 1.00367, 2.52758], [-2.24888, 1.60331, 3.57483], [-0.82646, 1.51106, 3.36518], [-0.18540, 1.18648, 2.17536], [-0.91647, 0.98292, 0.94157], [2.48555, -3.45078, -2.02717], [2.03262, -3.84980, -0.24655], [0.76303, -3.38568, -1.55219], [1.46611, -1.70620, -0.05473], [3.24318, -1.47506, -0.51374], [0.76160, -1.11277, -2.51124], [2.56635, -1.20672, -3.02154], [2.78015, 1.11393, -1.51347], [1.25454, 1.26816, -2.57137], [1.64212, 1.14527, 0.27889], [-1.03732, 0.98644, -2.48862], [-3.53290, 0.29151, -1.70462], [-4.00289, 1.06747, 2.53522], [-2.74090, 1.89372, 4.55832], [-0.14217, 1.70383, 4.08414], [0.93863, 1.35540, 2.14529]], "nbo_charge": [-0.6013, -0.4161, -0.4304, -0.1965, -0.5993, 0.2277, -0.3555, 0.0547, -0.4446, 0.1680, -0.1719, -0.2094, -0.2226, -0.1795, -0.1427, 0.1952, 0.2173, 0.1948, 0.2173, 0.1900, 0.2147, 0.2263, 0.1954, 0.1946, 0.4128, 0.2198, 0.2010, 0.2194, 0.2281, 0.2008, 0.1918], "smiles": "CCCCNc1ccnc2ccccc12", "de_lowest_kcal_mol": 76.2, "homo_lumo_gap_ev": 8.4, "homo_energy_ev": -7.879}

=====

3.
{"formula": "C5H12NO", "method": "wB97M-V/def2-TZVPD", "species": ["C", "O", "C", "C", "C", "C", "N", "H", "H", "H", "H", "H", "H", "H", "H", "H", "H", "H", "H"], "coordinates": [[0.94092, 0.57219, 1.73961], [-0.57478, 0.52780, 1.62064], [1.46064, 0.48009, 0.19013], [1.14032, -0.85008, -0.45472], [0.21001, -0.45242, -1.67948], [-1.04528, 0.02581, -1.51673], [-1.85840, -0.41614, -0.40104], [1.07229, -0.29496, 2.44272], [1.38490, 1.46845, 2.20734], [-0.75594, 1.08061, 2.36886], [2.52063, 0.83823, 0.08826], [1.02939, 1.20872, -0.44313], [0.86694, -1.81438, 0.12517], [1.91094, -1.21893, -1.15906], [0.61742, -0.44313, -2.74139], [-1.27101, 0.84770, -2.30634], [-1.36823, -0.08585, 0.52391], [-2.88115, -0.07368, -0.50379], [-1.75875, -1.47572, -0.43329]], "mulliken_spin": [-0.0006, 0.0029, 0.0337, 0.0380, 0.3200, 0.4819, 0.0253, 0.0011, 0.0002, 0.0003, 0.0001, 0.0073, 0.0193, -0.0016, 0.0238, 0.0170, 0.0230, -0.0034, 0.0118], "multiplicity": 2, "de_lowest_kcal_mol": 84.6, "total_charge": 2, "homo_lumo_gap_ev": [9.5, 6.2], "homo_energy_ev": [-19.647, -19.633]}

=====

4.
{"formula": "C18H10CoINO4S", "method": "wB97M-V/def2-TZVPD", "species": ["Co", "I", "C", "C", "C", "C", "C", "C", "C", "C", "C", "C", "H", "H", "H", "H", "H", "H", "S", "C", "O", "C", "O", "C", "C", "C", "C", "C", "C", "N", "O", "O", "H", "H", "H", "H"], "coordinates": [[-1.05591, 1.23952, 0.35355], [-1.65686, 1.08974, 2.97642], [-2.70192, -0.66144, 2.54804], [-3.26725, -1.38696, 3.55431], [-3.95148, -2.57864, 3.24217], [-4.03951, -2.99519, 1.94662], [-3.46099, -2.24557, 0.89370], [-3.54687, -2.68603, -0.44612], [-2.97398, -1.95741, -1.44710], [-2.30192, -0.75208, -1.15861], [-2.18256, -0.28342, 0.12734], [-2.77377, -1.03563, 1.18472], [-3.19029, -1.06235, 4.58309], [-4.39740, -3.15588, 4.04052], [-4.55305, -3.91620, 1.70014], [-4.07180, -3.60946, -0.65713], [-3.03779, -2.29774, -2.47269], [-1.85922, -0.19498, -1.97402], [-3.21682, 3.57687, -0.72673], [-2.26209, 2.49395, -0.22331], [0.21979, 0.99394, -1.34669], [1.17692, 1.26050, -0.57566], [0.96463, 1.52863, 0.64587], [2.57961, 1.27391, -1.08461], [2.84784, 0.92292, -2.40416], [4.14902, 0.93456, -2.88195], [5.19376, 1.29735, -2.04530], [4.89771, 1.64242, -0.73662], [3.61226, 1.63930, -0.23163], [6.00363, 2.03224, 0.15815], [5.72361, 2.33482, 1.29959], [7.12774, 2.02692, -0.30218], [2.02063, 0.64314, -3.04204], [4.35438, 0.66084, -3.90769], [6.21862, 1.31756, -2.38314], [3.41134, 1.90987, 0.79316]], "mulliken_spin": [1.1370, 0.0275, -0.0064, -0.0023, -0.0038, 0.0032, -0.0091, 0.0128, -0.0118, 0.0458, -0.2086, 0.0400, -0.0022, -0.0003, -0.0001, 0.0007, 0.0002, -0.0017, -0.0700, 0.0078, 0.0213, -0.0202, 0.0158, 0.0137, 0.0033, 0.0004, 0.0003, 0.0000, -0.0007, 0.0000, 0.0000, 0.0000, 0.0045, 0.0000, -0.0001, 0.0031], "multiplicity": 2, "homo_lumo_gap_ev": [7.1, 7.7], "homo_energy_ev": [-8.219, -8.225]}

=====

5.
{"formula": "C3H3AuO2", "method": "wB97M-V/def2-TZVPD", "species": ["C", "C", "H", "H", "H", "O", "C", "O", "Au"], "coordinates": [[0.60075, -0.52170, -2.41271], [1.52037, 0.11017, -3.11378], [1.48108, 0.12369, -4.21160], [-0.22068, -1.20183, -2.64534], [2.31634, 0.69395, -2.64056], [-0.41015, 0.36136, 0.61426], [0.50908, -0.27870, 0.23403], [1.48320, -0.89424, 0.33138], [-1.73226, 1.47359, 0.71399]], "mulliken_spin": [1.2825, 0.4068, 0.0924, 0.0889, 0.0647, 0.0837, -0.0084, 0.1187, 0.8706], "multiplicity": 4, "de_lowest_kcal_mol": 0.0, "total_charge": 3, "homo_lumo_gap_ev": [7.8, 7.5], "homo_energy_ev": [-24.824, -28.077]}

=====

6.
{"formula": "C9H9N3O2", "method": "wB97M-V/def2-TZVPD", "species": ["C", "C", "C", "C", "C", "C", "C", "C", "C", "H", "H", "H", "H", "H", "H", "H", "H", "H", "N", "N", "N", "O", "O"], "coordinates": [[-0.97813, 0.98289, -0.22064], [-1.21717, 0.87443, 1.20606], [-2.21957, -0.11874, 1.43257], [-3.01739, -0.33004, -0.79066], [1.18694, -0.02763, 0.85133], [2.42531, -0.62027, 1.01463], [3.37276, -0.55059, -0.00969], [2.87297, 0.01196, -1.16409], [1.54460, 0.44155, -1.23279], [-1.62586, 0.52617, -2.11396], [-0.36083, 1.08986, 1.72961], [-2.36933, -0.36375, 2.55557], [-3.42765, -1.74261, 0.57129], [0.45273, -0.08637, 1.75250], [2.69389, -1.35104, 1.92327], [4.35908, -1.00658, 0.03926], [3.34253, 0.01995, -2.19144], [1.17213, 0.99396, -2.10836], [-2.08260, 0.59864, -1.07029], [-3.04142, -0.64376, 0.49950], [0.71352, 0.48910, -0.22621], [0.00292, 1.57587, -0.79787], [-3.79943, -0.76300, -1.64958]], "nbo_charge": [0.4943, -0.3394, 0.0091, 0.7630, -0.1626, -0.1468, -0.3498, -0.1943, -0.0993, 0.4314, 0.2349, 0.2303, 0.4473, 0.2051, 0.2303, 0.2218, 0.2278, 0.2239, -0.6266, -0.6132, -0.1227, -0.4500, -0.6145], "de_lowest_kcal_mol": 283.7, "homo_lumo_gap_ev": 5.6, "homo_energy_ev": -5.575}

=====

7.
{"formula": "C4H10N2P", "method": "wB97M-V/def2-TZVPD", "species": ["P", "C", "C", "C", "N", "C", "N", "H", "H", "H", "H", "H", "H", "H", "H", "H", "H"], "coordinates": [[2.45755, -0.16108, -0.00937], [0.68023, -0.12685, 0.29853], [-0.03419, 1.11459, -0.21368], [-1.45631, 1.09158, 0.34612], [-2.06121, -0.18548, 0.02988], [-1.34477, -1.29324, -0.10824], [-0.03486, -1.30271, -0.02367], [3.34245, 0.89207, 0.43658], [3.12266, -0.41170, -1.22677], [2.90875, -1.25152, 0.70671], [-0.10020, 1.14770, -1.30414], [0.49501, 2.00232, 0.13277], [-1.43509, 1.22913, 1.43059], [-2.05890, 1.88919, -0.09118], [-3.05753, -0.21787, -0.12855], [-1.86723, -2.22266, -0.27706], [0.44362, -2.19349, 0.00146]], "nbo_charge": [0.7479, -0.4279, -0.4531, -0.2240, -0.5316, 0.3166, -0.5065, 0.0905, -0.0259, 0.0190, 0.2033, 0.2430, 0.2222, 0.2292, 0.4336, 0.2319, 0.4320], "smiles": "[PH3]=C1CCNC=[NH+]1", "de_lowest_kcal_mol": 29.6, "total_charge": 1, "homo_lumo_gap_ev": 8.4, "homo_energy_ev": -11.345}

=====

8.
{"formula": "C7H13NO", "method": "wB97M-V/def2-TZVPD", "species": ["C", "C", "O", "C", "C", "N", "C", "C", "C", "H", "H", "H", "H", "H", "H", "H", "H", "H", "H", "H", "H", "H"], "coordinates": [[-0.82400, 1.89764, 0.42229], [-0.01587, 0.96964, -0.45718], [0.58597, 1.37430, -1.45492], [0.76857, -0.27669, 0.35797], [0.91101, -0.04922, 1.85422], [2.02893, -0.55457, -0.29320], [-0.29655, -1.20258, -0.03396], [-0.58023, -1.65514, -1.40422], [-1.49385, -0.46941, -1.11613], [-0.14455, 2.51771, 1.00905], [-1.41611, 2.55103, -0.21863], [-1.48381, 1.35685, 1.09799], [1.46463, -0.87855, 2.29967], [1.46669, 0.87019, 2.04287], [-0.05257, 0.01820, 2.35740], [2.81445, -0.22637, 0.25545], [2.05707, -0.06328, -1.18760], [-0.86673, -1.65179, 0.77184], [0.19234, -1.44905, -2.13658], [-1.04026, -2.63047, -1.51851], [-1.59606, 0.23803, -1.92909], [-2.47908, -0.68647, -0.71873]], "nbo_charge": [-0.7056, 0.6086, -0.6604, -0.0421, -0.6131, -0.8438, -0.0446, -0.4318, -0.5127, 0.2342, 0.2292, 0.2169, 0.2203, 0.2176, 0.2149, 0.3609, 0.3909, 0.2219, 0.2384, 0.2223, 0.2655, 0.2126], "smiles": "CC(=O)[C@](C)(N)C1CC1", "de_lowest_kcal_mol": 74.2, "homo_lumo_gap_ev": 9.1, "homo_energy_ev": -8.278}

=====

9.
{"formula": "C2H2N2O2", "method": "wB97M-V/def2-TZVPD", "species": ["O", "C", "C", "N", "O", "N", "H", "H"], "coordinates": [[-1.01935, -1.73857, 0.01149], [-0.36079, -0.60763, -0.05891], [0.64545, -0.04146, -1.04324], [0.96116, 1.14116, -0.59024], [0.29973, 1.30952, 0.64270], [-0.28680, 0.25141, 0.95316], [-1.42705, -1.91488, 0.84701], [0.75549, -0.50616, -2.00802]], "nbo_charge": [-0.6543, 0.3876, -0.1058, -0.1108, -0.1085, -0.1570, 0.5089, 0.2401], "smiles": "Oc1cnon1", "de_lowest_kcal_mol": 85.6, "homo_lumo_gap_ev": 10.5, "homo_energy_ev": -9.864}

=====

10.
{"formula": "C4H6O2", "method": "wB97M-V/def2-TZVPD", "species": ["O", "C", "C", "C", "O", "C", "H", "H", "H", "H", "H", "H"], "coordinates": [[-1.85221, 0.42733, 0.36605], [-0.80700, -0.31430, -0.27019], [0.36014, 0.60210, -0.67316], [1.16219, 0.21399, 0.60536], [1.85456, -0.90398, 0.29098], [0.18368, -0.87999, 0.74311], [-2.33898, 0.88226, -0.34433], [-1.25200, -1.01280, -0.98579], [0.86866, 0.23958, -1.56951], [0.10357, 1.65118, -0.68053], [1.50522, 0.94816, 1.33129], [0.21217, -1.85353, 1.18671]], "nbo_charge": [-0.7098, 0.0452, -0.4451, 0.0788, -0.4985, 0.0289, 0.4740, 0.1693, 0.2305, 0.2147, 0.1870, 0.2251], "smiles": "O[C@H]1C[C@@H]2O[C@@H]21", "de_lowest_kcal_mol": 97.2, "homo_lumo_gap_ev": 10.5, "homo_energy_ev": -9.697}